Density functional theory data (ωB97M-V/def2-TZVPD) for a cluster of 2 separate species, C6H13I3Si in total at a distorted geometry.

Orbital gap (spin up / spin down), eV: 6.811 / 6.809
Energy, hartree: -1419.0123
LUMO energy (spin up / spin down), eV: -1.144 / -1.147
Highest occupied orbital energy (spin up / spin down), eV: -7.9556 / -7.9566
2S+1: 1

Each line ends with the Mulliken charge.
Geometry (Å):
C  -0.7905  0.8445  -1.5166  -1.444
C  -1.5511  -0.1942  0.6633  -1.415
C  1.5716  0.7947  0.2343  -1.413
C  1.1997  -1.7467  0.4553  -1.484
C  -0.6110  -0.3389  -0.5107  0.362
C  0.8696  -0.4416  -0.1593  0.938
Si  1.5871  -0.7795  -2.8711  0.341
I  2.9276  1.0559  -3.7704  -0.100
I  3.2066  -2.6913  -2.8448  -0.163
I  -0.2829  -1.3333  -4.4330  -0.107
H  -0.7701  1.7737  -1.0211  0.428
H  0.0428  0.8206  -2.1524  0.236
H  -1.7560  0.6951  -2.1602  0.265
H  -1.5483  -1.1038  1.2264  0.420
H  -2.6138  -0.0515  0.4010  0.379
H  -1.1706  0.6845  1.3075  0.251
H  2.6810  0.7110  0.3671  0.371
H  1.1775  1.5826  -0.3534  0.381
H  1.3309  1.1293  1.3072  0.310
H  0.7233  -1.7168  1.4954  0.316
H  0.7980  -2.6124  -0.1003  0.362
H  2.3130  -1.9769  0.5442  0.350
H  -0.7598  -1.2597  -0.9299  0.414

Density functional theory data (ωB97M-V/def2-TZVPD) for a structure of composition C38H36BBrN2O5PdS at a distorted geometry.

Orbital gap (spin up / spin down), eV: 6.699 / 7.287
Energy, hartree: -5080.2495
LUMO energy (spin up / spin down), eV: -0.045 / -0.713
Highest occupied orbital energy (spin up / spin down), eV: -6.7440 / -7.9997
2S+1: 3

Each line ends with the Löwdin spin population.
Geometry (Å):
Pd  -1.7533  -0.4301  -0.6263  1.310
O  -0.4283  -3.4448  1.1285  0.001
C  -1.3728  -4.3320  1.5118  0.001
C  -1.0067  -5.4381  2.2671  0.000
C  -1.9699  -6.3684  2.6395  0.001
C  -3.2940  -6.2134  2.2495  0.000
C  -3.6553  -5.0942  1.5050  0.002
C  -2.7152  -4.1379  1.1520  0.003
C  -3.0978  -2.8672  0.4206  0.016
O  -2.2276  -2.5412  -0.6117  0.166
N  -3.0964  -1.7936  1.4767  -0.002
N  -3.2466  -0.5398  1.0311  0.011
C  -3.5014  0.4119  1.8263  0.014
C  -3.4503  1.8229  1.4064  0.006
Br  -2.6377  2.1518  -0.2995  0.079
C  -3.9222  2.8069  2.1492  0.006
C  -3.9157  4.2694  1.9184  0.002
C  -5.0700  4.9933  2.2191  0.001
C  -5.1271  6.3635  2.0043  0.000
C  -4.0180  7.0341  1.5067  0.001
C  -2.8542  6.3279  1.2359  0.000
C  -2.8010  4.9567  1.4423  0.002
H  -0.8513  -2.9309  0.3839  0.000
H  0.0377  -5.5670  2.5334  0.000
H  -1.6790  -7.2299  3.2302  0.000
H  -4.0360  -6.9576  2.5152  0.000
H  -4.6868  -4.9588  1.1882  0.000
H  -4.1260  -2.9639  0.0554  0.001
H  -3.5349  -2.0262  2.3578  0.000
H  -3.7306  0.2112  2.8749  0.001
H  -4.4474  2.4737  3.0448  0.001
H  -5.9375  4.4685  2.6069  0.000
H  -6.0376  6.9063  2.2265  0.000
H  -4.0586  8.1037  1.3384  0.000
H  -1.9813  6.8474  0.8602  0.000
H  -1.8810  4.4179  1.2536  0.000
C  5.3963  -0.5874  -5.8684  0.000
C  3.9449  -0.5214  -6.3658  0.000
C  3.5752  -1.8889  -6.9409  0.000
C  3.8397  0.5176  -7.4929  0.000
C  3.0216  -0.1170  -5.2095  0.000
C  3.2348  1.1004  -4.5548  0.000
C  2.4307  1.5408  -3.5028  0.001
C  1.3988  0.7174  -3.1164  0.009
O  0.4622  0.8871  -2.1188  0.038
B  -0.3666  -0.2758  -2.1473  0.179
O  0.0935  -1.1131  -3.1732  0.037
C  1.1768  -0.4848  -3.7494  0.009
C  1.9594  -0.9282  -4.7925  0.001
H  6.0607  -0.9051  -6.6794  0.000
H  5.4871  -1.3050  -5.0476  0.000
H  5.7442  0.3841  -5.5076  0.000
H  4.2611  -2.1352  -7.7556  0.000
H  2.5590  -1.8945  -7.3466  0.000
H  3.6529  -2.6768  -6.1859  0.000
H  4.4704  0.2261  -8.3403  0.000
H  4.1588  1.5076  -7.1569  0.000
H  2.8067  0.5972  -7.8436  0.000
H  4.0552  1.7367  -4.8719  0.000
H  2.6067  2.4928  -3.0151  0.000
H  1.7334  -1.8808  -5.2599  0.000
O  -0.1970  -0.0287  0.9074  0.081
S  -0.1290  -0.5148  2.3439  0.013
C  0.0367  1.0058  3.2866  0.004
C  0.1559  2.2013  2.5960  0.000
C  0.2709  3.3832  3.3192  0.000
C  0.2598  3.3587  4.7086  0.000
C  0.1256  2.1511  5.3848  0.000
C  0.0061  0.9663  4.6737  0.001
C  1.5355  -1.1339  2.5514  0.002
C  1.8312  -1.9337  3.6441  0.001
C  3.1133  -2.4497  3.7670  0.000
C  4.0692  -2.1746  2.7960  0.000
C  3.7482  -1.3820  1.7002  0.000
C  2.4699  -0.8562  1.5683  0.001
H  0.1573  2.1962  1.5108  0.000
H  0.3676  4.3249  2.7919  0.000
H  0.3550  4.2816  5.2685  0.000
H  0.1076  2.1313  6.4687  0.000
H  -0.1066  0.0206  5.1999  0.000
H  1.0708  -2.1617  4.3877  0.000
H  3.3578  -3.0866  4.6095  0.000
H  5.0665  -2.5879  2.8908  0.000
H  4.4875  -1.1844  0.9339  0.000
H  2.1890  -0.2520  0.7119  0.000

Density functional theory data (ωB97M-V/def2-TZVPD) for the ion C11H13N2OS with charge +1 at a distorted geometry.

Orbital gap, eV: 7.790
Total charge: +1
Energy, hartree: -1009.5358
LUMO energy, eV: -4.405
Highest occupied orbital energy, eV: -12.1953
2S+1: 1

Each line ends with the Mulliken charge.
Geometry (Å):
C  3.8205  0.3416  -0.4882  -0.421
C  3.4249  0.6892  0.8358  -0.720
C  2.8962  -0.2418  -1.3467  -0.700
C  2.1238  0.5418  1.2337  -0.607
C  1.5690  -0.4142  -0.9504  -0.528
C  1.1796  0.0279  0.3455  0.271
C  -0.2048  0.2671  0.6421  -0.017
C  -1.9252  -1.3447  0.6900  -0.524
C  -3.2056  -1.5709  -0.0826  -0.640
C  -2.0744  0.5456  -0.5916  0.593
C  -1.6112  1.6383  -1.4304  -0.885
N  -1.2658  -0.3209  -0.0136  0.540
N  -0.5663  1.2416  1.3818  0.320
O  -1.7470  1.7492  1.4505  -0.587
S  -3.7413  0.0632  -0.5484  0.007
H  4.8604  0.4984  -0.6879  0.402
H  4.2180  0.9913  1.4649  0.422
H  3.1749  -0.4787  -2.3771  0.369
H  1.8469  0.5808  2.2185  0.611
H  0.9178  -0.7141  -1.6893  0.506
H  -2.2584  -1.0097  1.7298  0.317
H  -1.2051  -2.2663  0.7505  0.308
H  -2.9165  -2.0704  -1.0693  0.289
H  -3.9950  -2.1292  0.4338  0.457
H  -1.2789  1.3218  -2.5117  0.298
H  -0.6898  2.0846  -0.9187  0.291
H  -2.5996  2.2813  -1.6801  0.374
H  0.1526  1.7801  1.8677  0.253

Density functional theory data (ωB97M-V/def2-TZVPD) for the molecule C27H29N7OS.

Orbital gap, eV: 8.167
Energy, hartree: -1903.0289
LUMO energy, eV: 0.429
Highest occupied orbital energy, eV: -7.7383
2S+1: 1
Structure (SMILES): Cc1c(C(=O)N2CCN(c3ccccn3)CC2)sc2ncnc(N3CCN(c4ccccc4)CC3)c12

Each line ends with the Mulliken charge.
Geometry (Å):
C  -0.3752  -1.0981  -0.3675  -1.722
C  -0.0687  0.2152  0.2795  -0.445
C  1.1024  0.4233  0.9470  0.763
C  2.0384  -0.6463  1.3786  0.502
O  1.6265  -1.6025  2.0150  -0.677
N  3.3462  -0.4840  1.0743  0.067
C  3.8759  0.4152  0.0750  -0.438
C  4.4066  -0.3998  -1.1153  -1.091
N  5.3796  -1.3751  -0.6749  0.083
C  6.7089  -1.0379  -0.7070  0.972
C  7.7222  -1.8671  -0.1955  -0.523
C  9.0351  -1.4762  -0.3418  -0.564
C  9.3317  -0.2817  -0.9881  -0.469
C  8.2689  0.4626  -1.4631  -0.444
N  7.0043  0.1079  -1.3279  -0.322
C  4.8148  -2.2758  0.3024  -0.891
C  4.2996  -1.4819  1.5114  -0.898
S  1.3437  2.0830  1.4440  -0.200
C  -0.1303  2.5360  0.6520  -0.178
N  -0.4994  3.8013  0.5103  -0.652
C  -1.5813  3.9715  -0.2184  -0.341
N  -2.3916  3.0286  -0.6568  -0.584
C  -2.1002  1.7504  -0.3998  0.468
N  -3.0685  0.8467  -0.6989  0.401
C  -3.3140  -0.3126  0.1355  -1.040
C  -4.7312  -0.2602  0.7132  -1.243
N  -5.6973  -0.3061  -0.3584  0.350
C  -6.8824  -0.9971  -0.2463  0.895
C  -7.4379  -1.2680  1.0100  -0.459
C  -8.6302  -1.9545  1.1231  -0.639
C  -9.3122  -2.3810  -0.0037  -0.492
C  -8.7788  -2.1093  -1.2515  -0.683
C  -7.5815  -1.4327  -1.3778  -0.443
C  -5.2497  0.2420  -1.6174  -1.004
C  -4.2549  1.3658  -1.3616  -0.939
C  -0.8276  1.4204  0.1440  1.364
H  0.5499  -1.5604  -0.7059  0.379
H  -0.8358  -1.7867  0.3386  0.277
H  -1.0304  -0.9565  -1.2222  0.454
H  3.1046  1.1043  -0.2634  0.559
H  4.7004  0.9886  0.5113  0.140
H  4.8864  0.2615  -1.8350  0.466
H  3.5777  -0.9348  -1.5913  0.319
H  7.4956  -2.7999  0.2944  0.240
H  9.8282  -2.1004  0.0447  0.400
H  10.3487  0.0512  -1.1160  0.379
H  8.4246  1.4023  -1.9782  0.385
H  5.5427  -3.0161  0.6254  0.381
H  3.9742  -2.8010  -0.1646  0.345
H  3.7955  -2.1392  2.2215  0.551
H  5.1380  -0.9760  2.0025  0.311
H  -1.8608  4.9910  -0.4459  0.421
H  -2.5914  -0.3319  0.9516  0.720
H  -3.2136  -1.2326  -0.4505  0.260
H  -4.8673  -1.1253  1.3673  0.709
H  -4.8456  0.6520  1.3183  0.197
H  -6.9462  -0.9226  1.9061  0.367
H  -9.0356  -2.1493  2.1056  0.358
H  -10.2460  -2.9138  0.0894  0.376
H  -9.2960  -2.4358  -2.1424  0.357
H  -7.1837  -1.2573  -2.3649  0.360
H  -4.7835  -0.5243  -2.2571  0.318
H  -6.1086  0.6561  -2.1522  0.692
H  -4.7247  2.1486  -0.7541  0.368
H  -3.9443  1.8241  -2.3029  0.431